Record 1
The following is a quantum chemistry calculation of a cluster of 2 separate species, C4H8BN3O2 in total, from the Open Molecules 2025 dataset.

Each line ends with the Mulliken charge.
Element x y z (Å)
B (0.49427, -0.33885, -0.75982)  0.27
C (2.88535, -1.17491, -0.68587)  0.41
C (1.55449, -0.75909, 1.47304)  0.48
C (-0.80734, 0.16867, -1.53381)  -1.02
C (-1.25216, 0.14142, 1.99921)  -0.31
N (1.73867, -0.87764, -1.40260)  -0.30
N (2.74433, -1.08174, 0.69487)  -0.18
N (0.58509, -0.38830, 0.64001)  -0.31
O (3.95631, -1.42086, -1.18916)  -0.64
O (1.63510, -0.78805, 2.66887)  -0.61
H (-1.19367, 1.09188, -1.10637)  0.32
H (-1.55880, -0.57869, -1.30117)  0.36
H (-0.79098, 0.17347, -2.62237)  0.27
H (-0.95377, 1.17955, 2.39840)  0.26
H (-1.82739, 0.24122, 1.00525)  0.16
H (-1.54578, -0.69503, 2.64121)  0.30
H (2.12397, -0.83202, -2.36805)  0.27
H (3.54450, -1.54886, 1.15234)  0.25

Computed properties:
Relative energy (zero: lowest compared OMol25 entry of this formula, charge and spin), eV: 3.053
Total energy, hartree: -496.8418
Orbital gap (spin up / spin down), eV: 8.36 / 8.37
LUMO level (spin up / spin down), eV: -1.546 / -1.543
Molar mass, g/mol: 140.9

---

Record 2
The following is a quantum chemistry calculation of a cluster of 2 separate species, C4H8BO4 in total, from the Open Molecules 2025 dataset.

Each line ends with the Mulliken charge.
Element x y z (Å)
B (0.23345, 0.46188, 1.08803)  0.77
C (-1.37264, 0.74901, -0.95727)  0.58
C (1.77833, 0.09581, -0.77257)  -0.95
C (-1.13536, -1.66064, -0.05403)  -1.18
C (-0.67567, -0.19208, -0.04347)  0.22
O (-2.45739, 0.39257, -1.43385)  -0.72
O (-0.86616, 1.91249, -1.08418)  -0.84
O (0.90146, -0.30777, 1.99399)  -0.59
O (0.13386, 1.78499, 1.29433)  -0.68
H (1.98749, -0.96705, -0.81985)  0.31
H (1.44969, 0.61425, -1.62416)  0.33
H (2.40014, 0.67899, -0.09275)  0.25
H (-0.44578, -2.20099, -0.72474)  0.24
H (-2.08546, -1.59747, -0.70010)  0.33
H (-1.12572, -2.17613, 0.93093)  0.26
H (1.49769, 0.19771, 2.52961)  0.25
H (-0.21794, 2.21443, 0.47007)  0.42

Computed properties:
Relative energy (zero: lowest compared OMol25 entry of this formula, charge and spin), eV: 2.395
Total energy, hartree: -483.1058
Orbital gap (spin up / spin down), eV: 7.40 / 7.90
LUMO level (spin up / spin down), eV: 3.361 / 3.418
Total charge: -1
Molar mass, g/mol: 130.9

---

Record 3
The following is a quantum chemistry calculation of an isolated molecule of C4H8BO5PS, from the Open Molecules 2025 dataset.

Each line ends with the Mulliken charge.
Element x y z (Å)
C (2.66285, -0.22149, 0.42675)  -0.62
O (1.82430, -0.26860, -0.73527)  -0.56
B (0.90333, 0.74048, -0.87272)  0.68
O (1.04210, 1.67362, -1.85117)  -0.50
C (-0.36434, 0.72614, 0.07860)  -0.26
O (-1.16781, 1.94996, 0.08268)  -0.38
C (-2.26217, 1.54911, 0.77440)  0.65
O (-2.81175, 2.11950, 1.65399)  -0.49
O (-2.62341, 0.30454, 0.30463)  -0.32
C (-1.47357, -0.23962, -0.31689)  -0.01
P (-1.14111, -1.98668, 0.17464)  0.22
S (-0.09198, -2.23064, 1.79492)  -0.37
H (2.07719, -0.33221, 1.33647)  0.26
H (3.24046, 0.70306, 0.44564)  0.30
H (3.36640, -1.04575, 0.35867)  0.22
H (1.42836, 1.30638, -2.65545)  0.32
H (-0.07858, 0.58289, 1.12357)  0.37
H (-1.58065, -0.22083, -1.40690)  0.32
H (-0.53987, -2.53426, -0.96665)  0.07
H (-2.40975, -2.57558, 0.25007)  0.10

Computed properties:
Total energy, hartree: -1297.8877
Orbital gap, eV: 9.41
LUMO level, eV: 0.138
SMILES: COB(O)[C@H]1OC(=O)O[C@@H]1[PH2]=S
Molar mass, g/mol: 210.0

---

Record 4
The following is a quantum chemistry calculation of a cluster of 2 separate species, C4H8Br2N in total, from the Open Molecules 2025 dataset.

Each line ends with the Mulliken charge.
Element x y z (Å)
C (-0.91935, -1.88209, 0.84296)  -0.56
C (0.11262, -1.06833, 0.71418)  0.00
C (1.37501, 2.38672, -0.17675)  -0.74
C (0.09389, 0.28549, 0.28960)  0.44
N (1.12831, 0.95472, 0.05644)  -0.01
Br (1.92522, -1.71528, 1.19009)  -0.16
Br (-3.56872, -1.58953, -1.45117)  -0.21
H (-0.91873, -3.00301, 0.80122)  0.26
H (-1.92657, -1.51821, 0.93666)  0.33
H (0.42706, 2.90026, -0.49924)  0.30
H (1.94339, 2.83686, 0.66716)  0.32
H (2.03616, 2.54999, -1.05304)  0.32
H (-0.86272, 0.73558, 0.11371)  0.38
H (-2.75858, -2.25363, -2.42653)  0.23
H (1.91301, 0.38045, -0.00529)  0.10

Computed properties:
Relative energy (zero: lowest compared OMol25 entry of this formula, charge and spin), eV: 0.320
Total energy, hartree: -5359.6865
Orbital gap, eV: 8.57
LUMO level, eV: -5.379
Total charge: +1
Molar mass, g/mol: 229.9

---

Record 5
The following is a quantum chemistry calculation of a structure of composition C4H8Br2NO2Pd, from the Open Molecules 2025 dataset.

Each line ends with the Mulliken charge.
Element x y z (Å)
Pd (1.27938, -0.95762, 0.27594)  0.94
Br (3.76914, -1.44514, 0.07563)  0.30
C (3.94629, -1.23455, 2.00776)  -0.29
Br (2.11755, -1.08984, 2.67772)  0.27
H (4.47721, -0.31071, 2.21730)  0.43
H (4.39782, -2.13563, 2.41562)  0.42
N (-1.92572, -1.04037, -0.83067)  -0.15
C (-2.41100, 0.24182, -0.46862)  -0.45
C (-1.75294, 1.41929, -1.17367)  -0.53
C (-0.34697, 1.70334, -0.65724)  0.58
O (-0.11833, 2.95796, -0.55938)  -0.07
O (0.54477, 0.88749, -0.38542)  -0.71
H (-1.68719, -1.23645, -1.80911)  0.35
H (-2.28977, -1.86115, -0.33338)  0.36
H (-2.48303, 0.33565, 0.62134)  0.41
H (-3.49647, 0.19769, -0.77201)  0.38
H (-2.36546, 2.31579, -1.04856)  0.40
H (-1.65528, 1.25242, -2.25326)  0.36

Computed properties:
Relative energy (zero: lowest compared OMol25 entry of this formula, charge and spin), eV: 0.867
Total energy, hartree: -5636.9604
Orbital gap (spin up / spin down), eV: 10.56 / 7.11
LUMO level (spin up / spin down), eV: -11.934 / -15.764
Total charge: +3
Spin multiplicity: 5
Expectation value of S²: 6.02
Molar mass, g/mol: 368.3

---

Record 6
The following is a quantum chemistry calculation of a cluster of 3 separate species, C4H8Br4NO3 in total, from the Open Molecules 2025 dataset.

Each line ends with the Mulliken charge.
Element x y z (Å)
N (2.25773, -0.13179, -1.54635)  0.88
O (1.44426, 0.56460, -1.05825)  -0.57
O (3.45854, 0.12639, -1.67865)  -0.67
O (2.00268, -1.31170, -1.95836)  -0.62
Br (-2.15046, 3.34891, 1.23679)  -0.17
C (-0.37066, 2.74703, 0.65448)  -0.46
C (0.29184, 1.95403, 1.75508)  -0.60
Br (0.60257, 3.04778, 3.34218)  -0.17
H (0.32577, 3.51998, 0.32949)  0.42
H (-0.59001, 2.08875, -0.18616)  0.26
H (1.18989, 1.39954, 1.48276)  0.38
H (-0.48530, 1.25123, 2.05546)  0.34
Br (-2.47364, -3.05515, -2.05286)  -0.22
C (-0.84574, -2.16232, -1.31529)  -0.52
C (-0.93837, -2.12914, 0.16764)  -0.48
Br (-0.93887, -3.89405, 0.99219)  -0.15
H (-0.77268, -1.20311, -1.82782)  0.34
H (-0.04401, -2.82233, -1.64653)  0.38
H (-1.85052, -1.65755, 0.53326)  0.38
H (-0.11300, -1.68112, 0.72094)  0.25

Computed properties:
Relative energy (zero: lowest compared OMol25 entry of this formula, charge and spin), eV: 0.124
Total energy, hartree: -10733.7015
Orbital gap, eV: 7.32
LUMO level, eV: 2.526
Total charge: -1
Molar mass, g/mol: 437.7

---

Record 7
The following is a quantum chemistry calculation of a structure of composition C4H8BrN, from the Open Molecules 2025 dataset.

Each line ends with the Mulliken charge.
Element x y z (Å)
C (-1.08851, 0.22578, 0.78789)  -0.15
C (0.29968, -1.50023, -0.52659)  -1.09
C (1.19013, 0.89132, 0.03554)  -1.47
C (0.19788, -0.19891, 0.23027)  0.44
N (-1.39244, 1.46488, 0.69833)  -0.57
Br (0.71338, -0.89168, 2.60490)  -0.29
H (-1.81104, -0.42949, 1.12698)  0.52
H (0.07421, -1.27222, -1.59197)  0.35
H (-0.29935, -2.20816, 0.04802)  0.35
H (1.26858, -1.79957, -0.48527)  0.39
H (2.08192, 0.48362, 0.23270)  0.50
H (1.07109, 1.18695, -0.95446)  0.44
H (1.03497, 1.79953, 0.58344)  0.34
H (-2.35318, 1.68214, 0.98823)  0.26

Computed properties:
Relative energy (zero: lowest compared OMol25 entry of this formula, charge and spin), eV: 0.986
Total energy, hartree: -2785.9138
Orbital gap, eV: 8.41
LUMO level, eV: -1.010
Molar mass, g/mol: 150.0

---

Record 8
The following is a quantum chemistry calculation of a cluster of 2 separate species, C4H8BrNO in total, from the Open Molecules 2025 dataset.

Each line ends with the Mulliken charge.
Element x y z (Å)
C (-0.09622, 1.06159, -1.77510)  -1.39
C (0.13068, 0.68126, -0.34970)  -0.14
C (-0.83034, 0.30834, 0.49177)  0.51
C (-0.65093, -0.06005, 1.92157)  -1.30
Br (-2.63925, 0.24855, -0.10573)  -0.17
H (-0.57287, 0.24380, -2.31727)  0.36
H (-0.76496, 1.92210, -1.82796)  0.36
H (0.83782, 1.31234, -2.26882)  0.34
H (1.14026, 0.75572, 0.03172)  0.40
H (0.40571, -0.05957, 2.17900)  0.30
H (-1.17829, 0.64308, 2.56996)  0.41
H (-1.05557, -1.05557, 2.10473)  0.34
N (1.74164, -2.25360, -0.55800)  -0.08
O (0.83929, -1.77184, 0.09539)  -0.14
H (2.69302, -1.97615, -0.19158)  0.20

Computed properties:
Relative energy (zero: lowest compared OMol25 entry of this formula, charge and spin), eV: 3.635
Total energy, hartree: -2861.0954
Orbital gap, eV: 8.45
LUMO level, eV: -0.435
SMILES: C/C=C(/C)Br.N=O
Molar mass, g/mol: 166.0

---

Record 9
The following is a quantum chemistry calculation of a structure of composition C4H8BrNO2S, from the Open Molecules 2025 dataset.

Each line ends with the Mulliken charge.
Element x y z (Å)
C (-2.55904, -0.21479, -0.29348)  -0.62
C (-1.28360, -0.94536, -0.72521)  -0.40
C (-1.98538, -0.18028, 1.15369)  -0.40
C (-0.68733, -0.32386, 0.44576)  0.11
N (0.58536, -0.20348, 0.63554)  -0.45
O (3.44072, 1.36304, -1.57699)  -0.45
O (4.19362, 1.74728, 0.60489)  -0.40
S (3.20237, 0.97661, 0.00945)  0.60
Br (4.09019, -1.18029, -0.10543)  -0.16
H (-2.73968, 0.78025, -0.57915)  0.27
H (-3.46396, -0.75731, -0.27985)  0.30
H (-1.38751, -2.01793, -0.77588)  0.25
H (-0.76796, -0.48045, -1.60288)  0.21
H (-2.18987, 0.66304, 1.84648)  0.32
H (-2.21366, -1.04123, 1.83580)  0.22
H (2.64779, 1.68078, -2.07555)  0.35
H (1.11795, 0.13399, 1.48283)  0.25

Computed properties:
Relative energy (zero: lowest compared OMol25 entry of this formula, charge and spin), eV: 0.914
Total energy, hartree: -3334.5454
Orbital gap, eV: 9.31
LUMO level, eV: -0.204
Molar mass, g/mol: 214.1